## w
DFT (ωB97M-V/def2-TZVPD) results for a structure of composition C5H10N4.

Each line ends with the Löwdin charge.
Element x y z (Å)
1 C 0.416 -1.411 1.197  -0.0548
2 C 0.222 -0.782 -0.155  -0.4604
3 N 1.795 0.237 -0.482  0.0996
4 N 0.270 -1.423 -1.276  -0.0044
5 H 2.759 -0.043 -0.307  0.1520
6 H 1.625 0.065 -1.481  0.1165
7 H -0.569 -1.947 -1.508  0.0622
8 H 1.324 -2.016 1.183  0.0808
9 H 0.537 -0.662 1.978  0.0686
10 H -0.466 -1.992 1.458  0.0934
11 C -0.927 0.558 -0.052  -0.3611
12 N -1.504 0.723 -1.313  0.0531
13 C -1.648 0.825 1.053  0.0095
14 C 1.371 1.524 -0.080  -0.2853
15 N 1.754 2.578 0.247  0.1784
16 H -0.855 0.570 -2.075  0.0673
17 H -2.106 1.523 -1.434  0.0878
18 H -1.289 0.633 2.051  0.0401
19 H -2.709 1.039 1.000  0.0569

Multiplicity ... 1
Net charge ... 0



## x
DFT (ωB97M-V/def2-TZVPD) results for a cluster of 2 separate species, C5H10N4 in total.

Each line ends with the Löwdin charge.
Element x y z (Å)
1 C 0.717 0.433 -2.508  -0.1727
2 C -1.084 0.923 -1.513  -0.1260
3 C 1.143 -1.632 1.491  -0.0666
4 C -0.546 2.384 0.959  0.0588
5 C -0.253 -1.791 0.763  -0.2556
6 N -0.390 1.215 -2.565  0.0778
7 N 0.704 -0.324 -1.423  0.0976
8 N -0.413 -0.077 -0.790  -0.2195
9 N -0.978 -0.684 0.193  0.0813
10 H 1.408 0.495 -3.349  0.1126
11 H -1.940 1.293 -1.186  0.0715
12 H 1.809 -2.403 1.438  0.0334
13 H 1.541 -0.807 1.014  0.0142
14 H 0.940 -1.389 2.557  0.0831
15 H 0.349 1.795 1.250  0.0005
16 H -0.504 3.500 0.930  0.0129
17 H -1.414 1.931 1.346  -0.0354
18 H -0.164 -2.601 -0.101  0.1424
19 H -0.924 -2.260 1.493  0.0899

Multiplicity ... 1
Net charge ... 0



## y
DFT (ωB97M-V/def2-TZVPD) results for the molecule C5H10N4.

Each line ends with the Löwdin charge.
Element x y z (Å)
1 C -1.607 1.497 -1.303  -0.0865
2 C -0.546 0.402 -1.802  -0.2604
3 N 0.369 0.373 -0.741  -0.1060
4 C 1.617 0.858 -0.449  -0.2029
5 N 2.133 0.562 0.655  0.0532
6 C 1.120 -0.247 1.319  -0.1364
7 C 0.011 -0.414 0.349  -0.3888
8 N -1.018 -1.056 0.430  -0.0414
9 N -1.220 -1.896 1.572  -0.0554
10 H -2.121 0.710 -0.512  0.0942
11 H -0.915 2.235 -0.701  0.0944
12 H -2.361 1.998 -2.145  0.1116
13 H -0.014 0.667 -2.723  0.0989
14 H -0.809 -0.691 -2.118  0.1467
15 H 2.009 1.518 -1.305  0.1583
16 H 0.798 0.224 2.254  0.1263
17 H 1.668 -1.154 1.556  0.1223
18 H -1.575 -1.250 2.373  0.0942
19 H -2.099 -2.716 1.229  0.1775

Multiplicity ... 1
SMILES ... CCN1C=NC/C1=N\N
Net charge ... 0



Most stable to least stable: y, w, x



## w
DFT (ωB97M-V/def2-TZVPD) results for the molecule C5H9N3O.

Each line ends with the Löwdin charge.
Element x y z (Å)
1 H 0.736 -2.122 -0.523  0.0680
2 N -0.192 -1.864 -0.159  0.1823
3 C -0.271 -0.626 -0.032  -0.4923
4 N -1.324 0.169 0.155  -0.1239
5 C -2.632 -0.348 -0.148  -0.0225
6 N -1.000 1.531 -0.235  0.1352
7 C 0.203 1.597 -0.576  -0.0649
8 C 0.828 0.264 -0.266  -0.4802
9 C 1.655 0.164 1.113  0.0235
10 O 1.648 -0.415 -1.207  -0.0141
11 H -3.189 0.536 0.255  0.1047
12 H -2.638 -1.314 0.353  0.0909
13 H -2.689 -0.370 -1.187  0.0647
14 H 0.834 2.549 -0.670  0.1517
15 H 1.178 0.733 1.911  0.0853
16 H 2.551 0.696 0.949  0.0532
17 H 1.723 -0.985 1.336  0.1336
18 H 2.581 -0.195 -1.069  0.1049

Multiplicity ... 1
SMILES ... [H]/N=C1/N(C)N=C[C@]1(C)O
Net charge ... 0



## x
DFT (ωB97M-V/def2-TZVPD) results for the molecule C5H9N3O.

Each line ends with the Löwdin charge.
Element x y z (Å)
1 C 0.992 1.559 0.043  -0.1898
2 N -0.265 1.817 0.018  0.0197
3 C -1.412 0.997 0.353  -0.2014
4 C -1.569 0.177 -0.991  -0.1102
5 O -0.329 -0.626 -1.219  -0.1705
6 C -0.201 -1.841 -0.420  -0.1858
7 C 0.497 -1.629 0.807  -0.1386
8 N 1.066 -0.552 1.263  0.0184
9 N 1.657 0.375 0.438  -0.0405
10 H 1.648 2.384 -0.068  0.1000
11 H -2.368 1.520 0.349  0.1024
12 H -1.160 0.558 1.337  0.1095
13 H -2.385 -0.425 -1.107  0.0781
14 H -1.444 1.161 -1.555  0.1386
15 H -1.169 -2.285 -0.220  0.1264
16 H 0.261 -2.683 -0.914  0.1208
17 H 0.377 -2.278 1.637  0.1020
18 H 1.825 -0.001 -0.494  0.1209

Multiplicity ... 1
SMILES ... C1=N\CCOC/C=N\N/1
Net charge ... 0



## y
DFT (ωB97M-V/def2-TZVPD) results for a cluster of 3 separate species, C5H9N3O in total.

Each line ends with the Löwdin charge.
Element x y z (Å)
1 C 1.658 1.110 -0.701  -0.0642
2 C 0.775 -0.104 -0.383  -0.6991
3 C 0.979 -1.145 -1.331  -0.0612
4 C -0.558 -0.034 1.584  -0.1245
5 C -0.645 0.163 0.045  -0.1244
6 H 2.834 1.105 -0.347  0.1051
7 H 1.069 1.841 0.018  0.1028
8 H 1.977 1.406 -2.083  0.1922
9 H 0.453 -1.206 -2.170  0.0288
10 H 2.169 -1.097 -1.400  0.1335
11 H 0.925 -2.141 -0.724  0.1280
12 H 2.285 -0.433 1.059  0.1003
13 H -1.224 0.200 2.363  0.0982
14 H -3.424 -0.245 -1.414  0.3100
15 N 1.351 -0.609 0.800  -0.0215
16 N 0.511 -0.409 1.995  0.1102
17 N -1.506 0.416 -0.997  0.0190
18 O -2.851 0.606 -0.396  -0.2333

Multiplicity ... 1
Net charge ... 0



## z
DFT (ωB97M-V/def2-TZVPD) results for a cluster of 2 separate species, C5H9N3O in total.

Each line ends with the Löwdin charge.
Element x y z (Å)
1 C 0.715 -2.162 -0.439  -0.0125
2 N 0.328 -0.963 -0.427  -0.0016
3 C 1.129 0.264 -0.251  -0.4088
4 C 1.027 1.255 -1.160  0.0442
5 N 2.354 0.047 0.388  0.0783
6 H 1.728 -2.455 -0.712  0.0772
7 H 0.022 -2.914 -0.081  0.0740
8 H 0.085 1.490 -1.620  0.0477
9 H 1.786 2.012 -1.252  0.0484
10 H 2.297 -0.387 1.297  0.0873
11 H 3.037 0.780 0.280  0.0860
12 C -1.976 1.236 1.053  -0.1166
13 N -1.950 0.146 0.159  0.0277
14 C -2.017 -0.992 -0.281  -0.3663
15 O -2.603 -1.886 -0.782  0.1028
16 H -2.859 1.177 1.692  0.0783
17 H -1.067 1.191 1.661  0.0737
18 H -2.034 2.160 0.473  0.0803

Multiplicity ... 1
SMILES ... C=NC(=C)N.CN=C=O
Net charge ... 0



Most stable to least stable: w, z, x, y



## w
DFT (ωB97M-V/def2-TZVPD) results for a structure of composition C5H9N3O.

Each line ends with the Löwdin charge.
Element x y z (Å)
1 C -0.479 -1.345 1.031  -0.1319
2 C -0.629 0.176 0.644  -0.3475
3 C -1.670 0.322 -0.208  -0.1926
4 C 0.435 1.099 0.391  -0.4224
5 C 2.076 -0.670 -0.508  -0.1488
6 H 1.216 -1.603 0.643  0.1199
7 H -0.783 -1.182 2.394  0.0947
8 H -1.469 -2.011 0.052  0.1443
9 H -1.891 1.180 -0.720  0.0633
10 H -2.965 -1.274 -0.172  0.0039
11 H -3.601 0.379 -0.689  0.1736
12 H 0.831 2.744 -0.943  0.1758
13 H 2.438 1.304 0.196  0.1020
14 H 3.173 -0.306 -1.051  0.2013
15 N -2.793 -0.453 -0.702  0.0168
16 N 0.121 2.339 0.086  0.0594
17 N 1.769 0.609 0.028  0.0999
18 O 1.373 -1.773 -0.461  -0.0117

Multiplicity ... 1
Net charge ... 0



## x
DFT (ωB97M-V/def2-TZVPD) results for the molecule C5H9N3O.

Each line ends with the Löwdin charge.
Element x y z (Å)
1 C -1.874 -1.034 0.151  -0.0390
2 N -1.019 0.178 0.052  -0.1875
3 C -1.655 1.478 -0.043  -0.0352
4 C 0.333 0.022 -0.067  -0.2527
5 C 1.347 1.001 -0.145  0.0485
6 C 2.653 0.274 -0.096  -0.4619
7 O 3.811 0.671 -0.255  0.0040
8 N 2.321 -1.120 -0.035  0.0381
9 N 0.922 -1.278 -0.127  0.0426
10 H -1.401 -1.886 0.738  0.1002
11 H -2.814 -0.735 0.663  0.0862
12 H -2.201 -1.372 -0.817  0.0753
13 H -0.759 2.072 0.100  0.0569
14 H -2.041 1.653 -1.031  0.0854
15 H -2.415 1.565 0.831  0.1275
16 H 1.138 2.040 0.074  0.0849
17 H 2.968 -1.707 -0.596  0.1583
18 H 0.685 -1.823 0.602  0.0683

Multiplicity ... 1
SMILES ... CN(C)c1cc(=O)[nH][nH]1
Net charge ... 0



Most stable to least stable: x, w



## w
DFT (ωB97M-V/def2-TZVPD) results for the molecule C5H9N3O.

Each line ends with the Löwdin charge.
Element x y z (Å)
1 C 1.682 -2.477 0.793  0.1418
2 C 0.834 -1.650 0.603  -0.0907
3 C -0.438 -1.026 0.418  -0.2927
4 N -0.674 0.030 -0.346  -0.0288
5 N 0.487 0.580 -0.825  -0.2879
6 C 1.104 1.462 0.303  -0.0564
7 C -0.177 1.451 -1.870  -0.1325
8 N -1.690 -1.752 0.857  -0.0142
9 O -2.704 -0.739 1.011  -0.1180
10 H 2.400 -3.300 1.099  0.0786
11 H 1.577 0.824 1.038  0.0497
12 H 1.946 2.067 -0.042  0.0728
13 H 0.258 1.960 0.822  0.0867
14 H 0.821 2.176 -2.117  0.1237
15 H -1.362 1.775 -1.484  0.1391
16 H -0.326 0.697 -2.768  0.0859
17 H -1.431 -2.184 1.858  0.1680
18 H -2.309 0.107 0.650  0.0747

Multiplicity ... 1
SMILES ... C#C/C(=N\N(C)C)NO
Net charge ... 0



## x
DFT (ωB97M-V/def2-TZVPD) results for a cluster of 3 separate species, C5H9N3O in total.

Each line ends with the Löwdin charge.
Element x y z (Å)
1 C 2.145 -1.262 -0.798  -0.0996
2 C -2.632 0.414 0.070  -0.4102
3 C -0.492 0.365 -0.133  -0.4157
4 C 1.623 -0.360 0.257  -0.2470
5 N -3.328 -0.568 0.671  0.1191
6 N -0.308 1.384 -0.975  0.1434
7 C 2.277 0.391 1.123  -0.0011
8 N -0.355 -0.583 0.592  0.1968
9 O -3.115 1.387 -0.478  -0.0325
10 H -4.334 -0.499 0.785  0.1055
11 H -2.827 -1.337 1.085  0.0792
12 H 0.537 1.922 -0.849  0.1051
13 H -1.173 1.890 -1.174  0.0899
14 H 1.826 -0.942 -1.793  0.0782
15 H 3.243 -1.301 -0.787  0.0818
16 H 1.774 -2.278 -0.642  0.0799
17 H 3.367 0.357 1.196  0.0666
18 H 1.771 1.019 1.849  0.0604

Multiplicity ... 1
Net charge ... 0



## y
DFT (ωB97M-V/def2-TZVPD) results for the molecule C5H9N3O.

Each line ends with the Löwdin charge.
Element x y z (Å)
1 C -1.056 -0.149 -2.226  0.0368
2 C -0.371 -0.070 -1.093  -0.3056
3 N 1.015 -0.070 -0.938  0.0777
4 N 1.281 -0.029 0.441  -0.1150
5 C 2.612 0.123 0.939  -0.0396
6 C 0.071 0.128 1.187  -0.4709
7 O 0.007 0.193 2.388  0.0828
8 N -0.923 0.077 0.258  -0.0160
9 C -2.319 0.106 0.593  -0.0283
10 H -0.553 -0.195 -3.176  0.0494
11 H -2.127 -0.138 -2.236  0.0385
12 H 1.520 -0.804 -1.429  0.1497
13 H 3.035 1.089 0.654  0.0861
14 H 3.261 -0.664 0.556  0.0819
15 H 2.565 0.068 2.022  0.0891
16 H -2.857 -0.690 0.061  0.0930
17 H -2.763 1.070 0.323  0.0960
18 H -2.399 -0.044 1.676  0.0946

Multiplicity ... 1
SMILES ... C=C1NN(C)C(=O)N1C
Net charge ... 0



Most stable to least stable: y, x, w



## w
DFT (ωB97M-V/def2-TZVPD) results for the molecule C5H9N3O.

Each line ends with the Löwdin charge.
Element x y z (Å)
1 C 1.448 -1.383 -1.425  -0.1091
2 N 1.465 -0.364 -0.132  0.0206
3 N 0.011 -0.158 0.239  -0.1341
4 C -0.930 0.344 -0.778  -0.2159
5 C -2.098 0.681 0.080  -0.1722
6 N -1.240 1.372 1.196  0.0984
7 C -0.246 0.515 1.317  -0.4502
8 C 0.717 0.474 2.445  -0.0731
9 O 0.852 1.703 2.937  -0.0295
10 H 1.399 -2.625 -1.281  0.1097
11 H 2.355 -1.436 -2.179  0.0653
12 H 0.561 -1.153 -2.290  0.0917
13 H 1.685 0.619 -0.340  0.1038
14 H -1.273 -0.393 -1.589  0.1232
15 H -0.453 1.175 -1.256  0.1123
16 H -2.561 -0.289 0.571  0.1394
17 H -2.945 1.471 -0.304  0.1548
18 H 1.254 -0.554 2.790  0.1650

Multiplicity ... 1
SMILES ... CNN1CCN=C1C=O
Net charge ... 0



## x
DFT (ωB97M-V/def2-TZVPD) results for the molecule C5H9N3O.

Each line ends with the Löwdin charge.
Element x y z (Å)
1 C -1.751 1.077 -1.431  0.0376
2 C -0.814 0.385 -0.807  -0.2322
3 N -0.005 -0.630 -1.242  0.0310
4 N 1.000 -0.882 -0.322  -0.1313
5 C 1.890 -1.990 -0.490  -0.0665
6 C 0.759 -0.091 1.003  -0.4439
7 O 1.444 -0.294 1.967  0.0833
8 N -0.295 0.666 0.716  -0.0027
9 C -0.862 1.628 1.623  -0.0452
10 H -1.912 0.966 -2.491  0.0572
11 H -2.346 1.810 -0.919  0.0446
12 H -0.481 -1.459 -1.599  0.1502
13 H 2.621 -1.787 -1.278  0.0804
14 H 1.352 -2.905 -0.749  0.0773
15 H 2.420 -2.125 0.448  0.0848
16 H -1.946 1.479 1.701  0.0902
17 H -0.682 2.647 1.265  0.0908
18 H -0.392 1.505 2.605  0.0945

Multiplicity ... 1
SMILES ... C=C1NN(C)C(=O)N1C
Net charge ... 0



## y
DFT (ωB97M-V/def2-TZVPD) results for the molecule C5H9N3O.

Each line ends with the Löwdin charge.
Element x y z (Å)
1 H 2.242 -0.670 1.914  0.0575
2 N 1.578 -0.925 1.184  0.1521
3 C 1.224 0.028 0.444  -0.3815
4 C 1.629 1.469 0.515  -0.0406
5 C 0.435 -0.300 -0.903  -0.3057
6 N 0.882 -0.783 -1.953  0.1935
7 H 1.898 -0.817 -2.034  0.0735
8 C -0.907 -0.224 -0.329  -0.3198
9 C -1.660 -1.520 -0.315  -0.0026
10 N -1.368 0.944 -0.043  0.0519
11 O -2.723 0.954 0.345  -0.0526
12 H 2.132 1.769 -0.403  0.0844
13 H 2.302 1.653 1.352  0.0767
14 H 0.736 2.080 0.624  0.0663
15 H -1.112 -2.280 0.236  0.0870
16 H -2.643 -1.404 0.138  0.0724
17 H -1.770 -1.856 -1.348  0.0925
18 H -2.875 1.883 0.577  0.0951

Multiplicity ... 1
SMILES ... [H]/N=C(C)/C(=N\[H])C(/C)=N/O
Net charge ... 0



## z
DFT (ωB97M-V/def2-TZVPD) results for a cluster of 3 separate species, C5H9N3O in total.

Each line ends with the Löwdin charge.
Element x y z (Å)
1 C -1.350 1.829 1.111  -0.0986
2 C 0.287 1.364 1.091  -0.2110
3 C 1.361 2.265 1.436  0.0124
4 C 0.284 0.037 0.212  -0.3370
5 C -0.854 -0.726 0.340  -0.2065
6 H -1.445 3.064 1.078  0.1014
7 H -1.963 1.320 1.933  0.0732
8 H -1.705 1.871 -0.013  0.0894
9 H 2.553 1.985 1.080  0.1280
10 H 1.020 3.297 1.657  0.0360
11 H -1.085 -0.879 1.361  0.1030
12 H 0.128 -0.742 -2.297  0.2832
13 H -1.903 -1.550 -2.485  0.0770
14 H 0.908 -2.426 -0.176  0.2968
15 N -1.495 -1.411 -0.632  -0.0563
16 N -1.093 -1.473 -1.872  -0.0473
17 N 1.448 -0.409 -0.231  -0.0849
18 O 1.639 -1.438 -1.018  -0.1587

Multiplicity ... 1
Net charge ... 0



Most stable to least stable: x, y, w, z



## w
DFT (ωB97M-V/def2-TZVPD) results for a structure of composition C4H3N3O.

Each line ends with the Löwdin charge.
Element x y z (Å)
1 C 1.563 -0.457 0.053  -0.4354
2 C -0.411 0.008 0.325  -0.3919
3 C -1.881 -0.185 0.095  -0.0244
4 C -3.017 -0.737 -0.295  0.1069
5 H 3.406 -0.273 -0.389  0.1713
6 H -0.452 2.161 0.315  0.2285
7 H -4.130 -0.641 -0.378  0.0410
8 N 1.570 0.877 -0.129  0.0553
9 N 0.253 1.298 0.063  0.0131
10 N 0.343 -1.001 0.494  0.1908
11 O 2.755 -1.050 -0.152  0.0448

Multiplicity ... 1
Net charge ... 0



## x
DFT (ωB97M-V/def2-TZVPD) results for the molecule C4H3N3O.

Each line ends with the Löwdin charge.
Element x y z (Å)
1 O 2.906 -0.671 0.065  0.1058
2 C 2.223 0.289 -0.030  -0.2007
3 C 0.743 0.132 -0.101  -0.3397
4 N -0.113 1.116 -0.216  0.1589
5 C -1.420 0.680 0.061  -0.0538
6 C -1.740 -0.639 0.017  -0.1405
7 N -0.800 -1.520 -0.143  0.0533
8 N 0.452 -1.154 -0.115  0.1056
9 H 2.575 1.264 -0.053  0.0951
10 H -2.101 1.498 0.272  0.1090
11 H -2.725 -0.995 0.243  0.1070

Multiplicity ... 1
SMILES ... O=Cc1nccnn1
Net charge ... 0



Most stable to least stable: x, w